1.
C26H24O18V2 | ωB97M-V/def2-TZVPD

The geometry in XYZ format:
```
70
Properties=species:S:1:pos:R:3:forces:R:3:lowdin_charge:R:1
H -6.857 0.491 -1.313 0.13 -0.22 -0.29 0.110
H -4.443 0.351 -1.690 0.49 -0.20 0.32 0.122
O -1.014 0.097 -4.291 0.05 0.90 2.80 -0.044
C -6.197 1.312 -1.074 0.40 0.89 0.54 -0.036
H 4.273 7.446 2.761 0.20 -0.05 0.28 0.106
C 3.993 -3.159 3.123 1.36 2.67 1.17 0.017
C -4.818 1.210 -1.153 0.42 -0.01 -0.43 -0.007
H 4.758 -1.468 6.368 0.24 0.21 1.00 0.090
C -5.120 -5.006 -0.217 1.06 1.21 1.31 -0.312
O 4.344 -2.827 0.773 -0.04 0.07 -0.68 0.038
O -8.129 2.554 -0.599 -0.58 0.96 0.42 0.028
O 2.904 -2.889 -4.809 2.02 2.01 0.95 -0.056
C -4.571 3.456 -0.319 0.83 -1.12 -0.59 -0.030
C 5.134 5.070 -0.190 0.69 1.43 1.00 0.003
C 4.947 -1.381 4.591 0.25 1.15 -1.39 -0.365
H -4.348 -6.348 4.157 0.14 0.31 -0.25 0.095
O 0.850 4.047 -6.511 0.27 -3.00 1.57 -0.518
H 4.747 -3.698 0.770 -0.18 -0.15 -0.19 0.108
O 5.309 -0.907 5.818 -0.57 -0.63 0.51 0.039
C 5.847 6.282 0.020 -0.75 -1.23 0.21 -0.348
C -5.670 -6.260 0.101 0.61 1.33 -2.22 -0.041
C -3.989 2.266 -0.761 0.63 0.20 -0.85 -0.287
C -1.842 -0.103 -5.219 4.60 -1.32 -2.56 -1.006
O 0.669 -1.553 -0.779 -1.42 -0.50 1.94 -0.402
O -5.248 -4.367 -1.415 -0.72 -0.29 0.06 0.054
O -2.604 2.291 -0.923 -1.13 -0.01 0.46 0.034
C -4.335 -4.318 0.733 -0.19 -1.64 0.90 0.019
C 4.616 6.734 2.025 -0.67 -0.79 -0.33 -0.027
H 7.351 7.183 -0.563 0.26 0.24 -0.37 0.098
O -2.058 -1.253 -5.630 -2.34 -0.91 0.51 0.041
C 4.194 4.719 0.740 -0.23 0.21 0.16 -0.016
O 2.112 -4.384 -6.214 0.87 -0.54 -0.35 -0.052
C -4.510 -6.242 2.196 -0.65 0.02 0.05 -0.323
H -8.480 1.741 -0.969 0.06 -0.02 -0.02 0.089
H -2.335 1.768 -1.682 0.07 -0.37 -0.20 0.101
H 6.140 8.023 1.323 0.37 0.00 -0.33 0.104
H -3.409 -4.508 2.723 -0.03 0.32 0.01 0.109
V 1.021 2.737 -5.497 -0.62 3.18 -0.49 1.014
H 3.489 -4.113 3.070 0.12 0.02 -0.29 0.111
C -4.043 -4.959 1.974 -0.22 -0.13 -1.08 -0.014
O 1.827 3.317 -4.240 -0.80 -1.07 -1.05 -0.451
O -4.400 -6.928 3.394 0.32 -0.31 -0.08 0.015
C 5.665 7.070 1.143 -1.40 -0.56 0.18 -0.035
C 3.864 5.572 1.826 0.55 -0.25 -1.26 -0.315
H 5.643 0.433 3.624 0.03 -0.03 0.07 0.115
H -6.268 4.513 0.115 -0.76 -0.02 -0.21 0.108
H 2.359 4.457 2.331 0.14 -0.08 -0.25 0.104
C 5.198 -0.544 3.508 -0.45 -1.32 -1.07 0.005
H -6.290 -6.775 -0.618 -0.09 -0.01 -0.15 0.114
C -6.766 2.498 -0.637 0.57 -0.53 -0.11 -0.330
O -1.859 0.826 -6.095 -1.19 2.32 -0.49 -0.007
C -5.268 -6.889 1.214 -0.29 -0.65 2.01 -0.047
O 1.396 -4.227 -4.160 -1.49 -0.99 2.73 -0.057
H -5.700 -7.857 1.416 0.20 -0.17 0.27 0.116
H -3.915 4.298 -0.154 -0.07 0.06 0.26 0.118
C -5.933 3.564 -0.278 -0.97 0.32 0.60 -0.030
O 2.746 5.305 2.561 0.10 0.52 0.80 0.037
O 6.708 6.594 -0.964 1.18 0.56 -0.46 0.045
C 4.932 -1.086 2.240 0.86 0.45 0.43 -0.002
H 5.336 -0.612 1.358 -0.35 0.31 -0.14 0.122
V 1.590 -1.531 -2.010 0.11 -2.55 -3.53 1.023
H 5.367 4.448 -1.042 -0.05 0.07 -0.04 0.125
C 2.190 -3.897 -5.061 -1.57 0.48 -1.80 -1.074
O 2.382 -0.218 -1.907 1.47 2.05 -0.04 -0.399
C 4.351 -2.604 4.392 -0.93 -1.67 -0.70 -0.040
C 4.398 -2.349 2.045 -0.39 -1.13 0.78 -0.342
H -6.105 -4.626 -1.762 -0.04 0.04 -0.52 0.099
H -3.927 -3.335 0.551 -0.08 -0.03 -0.31 0.117
H 3.678 3.793 0.535 -0.41 -0.09 0.36 0.119
H 4.125 -3.243 5.232 0.02 0.06 0.45 0.101
```
Positions in Å, forces in eV/Å.

## Properties
Total charge: -2

=====

2.
C20H23N3O4S3 | ωB97M-V/def2-TZVPD

The geometry in XYZ format:
```
53
Properties=species:S:1:pos:R:3:forces:R:3:lowdin_charge:R:1
H 1.519 -4.196 -1.112 -0.12 -0.10 -0.03 0.083
H 0.131 2.580 -0.416 -0.10 -0.03 -0.03 0.080
H 1.765 -2.966 -5.344 0.03 -0.07 -0.13 0.071
O -2.478 2.375 0.991 0.42 -0.26 0.12 -0.125
C 2.631 -0.596 0.808 -0.36 -0.34 -0.25 -0.329
C 0.506 -4.048 -1.491 0.04 -0.43 -0.49 -0.162
O 2.585 1.692 0.364 0.15 0.09 0.35 0.004
C -1.339 -1.151 0.796 0.11 -1.26 -1.06 -0.278
C 1.381 -2.128 -4.766 0.06 0.02 0.24 -0.107
H -2.150 4.377 0.547 -0.03 -0.01 0.03 0.089
N -2.027 -0.231 1.529 0.01 0.19 -0.03 -0.032
S -4.458 0.517 2.331 -0.41 -0.05 0.10 0.675
H 0.659 4.247 -0.687 -0.04 0.12 -0.06 0.083
N 0.003 -1.201 0.779 -0.13 0.19 0.13 0.141
C -1.575 -3.060 -0.711 0.12 0.43 0.44 -0.428
C -1.384 0.768 2.299 0.09 0.43 0.14 -0.164
C -3.389 -0.361 1.469 -0.60 -0.35 -0.05 -1.055
H 0.368 -1.916 -5.102 -0.10 0.03 -0.10 0.074
C 0.536 -2.128 0.039 0.00 0.43 0.49 -0.545
H -0.500 -3.485 -3.297 -0.02 -0.09 -0.03 0.116
N -0.150 -3.036 -0.680 -0.14 0.07 0.05 0.022
C 2.264 2.856 -0.408 -0.23 0.36 -0.37 -0.199
H 0.900 -4.530 -3.529 -0.04 -0.07 -0.05 0.121
H -1.288 4.126 2.701 -0.03 0.09 -0.05 0.110
C -2.140 -2.025 0.096 0.01 0.36 0.27 -0.355
H -3.662 3.624 -0.021 0.05 0.06 0.06 0.100
C 1.394 -2.451 -3.277 -0.16 -0.17 -0.24 -0.278
C 0.852 3.340 -0.122 0.34 -0.26 0.05 -0.051
H -0.293 -0.643 3.457 0.00 -0.09 0.01 0.122
H 1.036 -1.583 -2.722 0.09 0.00 0.08 0.088
H -3.482 4.042 1.699 0.03 -0.01 -0.01 0.102
C -1.067 3.081 2.849 -0.25 0.07 -0.14 -0.028
O 1.624 0.358 -1.167 -0.02 0.23 -0.17 0.092
H 3.705 -0.550 0.985 -0.01 -0.04 0.01 0.094
H 2.379 2.617 -1.470 0.07 0.06 0.18 0.123
S -3.824 -1.679 0.376 0.29 0.33 0.25 1.071
C -0.489 0.404 3.289 -0.15 0.11 -0.05 -0.008
H -0.071 -4.969 -1.367 0.19 0.11 0.08 0.131
S 2.286 -2.200 0.050 0.58 -0.12 0.09 1.053
C 0.127 1.376 4.057 0.08 0.00 0.08 -0.079
H 2.093 -0.513 1.752 0.12 0.11 -0.04 0.081
C -1.665 2.119 2.041 0.10 -0.19 -0.01 -0.260
C 0.525 -3.669 -2.973 0.19 0.19 0.23 -0.177
C -0.180 2.708 3.845 0.02 -0.06 0.01 -0.076
H 0.735 3.542 0.940 -0.03 0.05 0.03 0.067
H 1.999 -1.257 -4.970 0.04 0.08 -0.11 0.069
H 3.005 3.601 -0.110 -0.05 -0.12 -0.06 0.125
H 0.824 1.093 4.830 0.06 -0.03 0.08 0.102
C 2.201 0.520 -0.128 0.08 -0.23 0.05 -0.564
O -2.156 -3.900 -1.358 -0.27 -0.22 -0.20 0.074
H 2.419 -2.650 -2.957 0.01 0.08 0.06 0.099
H 0.276 3.471 4.456 0.04 0.07 0.05 0.107
C -2.959 3.686 0.807 -0.10 0.20 -0.04 -0.069
```
Positions in Å, forces in eV/Å.

## Properties
Structure (SMILES): CCCCn1c(SCC(=O)OCC)nc2c(sc(=S)n2-c2ccccc2OC)c1=O
Total charge: 0

=====

3.
C28H32F4O3 | ωB97M-V/def2-TZVPD

The geometry in XYZ format:
```
67
Properties=species:S:1:pos:R:3:forces:R:3:lowdin_charge:R:1
H 1.844 -0.024 5.450 0.03 -0.04 -0.24 0.113
H -3.754 -1.492 2.509 0.02 0.29 0.05 0.086
H 4.074 0.650 2.927 -0.12 0.21 0.00 0.094
C 2.259 -1.330 1.050 1.51 0.09 0.36 -0.362
H 2.695 -0.619 4.020 -0.25 0.05 0.04 0.103
C -4.934 2.373 -2.863 -0.46 0.05 0.31 -0.221
C 0.232 -3.054 -4.434 -0.08 0.22 0.47 0.102
H 0.868 -3.759 -4.954 -0.08 0.03 0.04 0.140
H 3.434 -1.426 -0.704 -0.12 0.09 0.15 0.124
H 2.421 3.137 3.676 0.19 -0.04 0.02 0.105
C -1.449 -1.191 -3.065 1.18 -0.56 -0.59 -0.170
C -4.720 2.824 -4.172 0.38 -0.20 0.26 0.101
C 1.522 1.182 3.720 -0.05 0.03 0.01 -0.210
H 2.945 0.825 -1.542 -0.19 0.01 0.23 0.105
H -2.332 0.576 -5.058 -0.25 0.25 -0.02 0.103
C 3.657 2.197 1.446 0.31 0.33 0.04 -0.199
C 0.601 -1.175 4.127 0.00 -0.08 0.38 -0.190
C -4.215 1.333 -2.286 0.71 -0.21 -0.48 0.079
C 2.540 -0.884 -0.368 -0.21 -0.33 -0.02 -0.134
H 1.696 -1.156 -1.006 0.16 0.06 -0.04 0.095
C 0.940 -1.467 1.579 -1.03 0.17 0.15 -0.062
H -5.286 3.642 -4.610 0.04 -0.22 0.16 0.142
H 4.543 1.787 -0.439 0.00 -0.30 0.24 0.099
C -1.236 -2.514 -2.556 -0.32 0.51 0.03 0.076
H -4.481 -0.044 1.778 -0.05 -0.03 0.15 0.073
H -4.465 0.955 -1.298 0.06 0.32 -0.09 0.129
O -0.286 -0.335 -0.161 -0.22 0.33 -0.09 0.031
H 4.634 0.401 0.651 -0.18 0.17 0.03 0.109
C 2.773 0.621 -0.474 -0.06 0.25 -0.27 -0.188
H 1.838 1.134 -0.208 0.20 -0.03 -0.01 0.100
C -0.690 -0.803 -4.214 -0.16 -0.28 0.10 0.054
O 3.251 -1.536 1.783 -0.68 -0.10 -0.49 0.020
C 0.112 -1.733 -4.851 0.31 0.52 -0.51 -0.217
C -3.153 0.698 -3.030 -0.91 1.19 -0.62 -0.150
H -1.748 -2.811 -1.638 0.25 -0.07 -0.31 0.139
C 3.886 1.732 2.897 0.04 0.02 0.28 -0.203
H 4.796 2.221 3.279 -0.13 -0.25 -0.14 0.104
H 1.667 -2.710 3.090 -0.14 -0.02 0.04 0.116
F -3.545 2.496 -6.225 -0.22 -0.22 1.46 0.054
C 1.744 -0.187 4.364 0.14 0.14 0.14 -0.205
C -2.388 -0.340 -2.431 -0.33 -0.35 0.16 0.099
H 0.541 -1.818 5.013 -0.20 0.02 -0.08 0.107
H -2.338 0.580 0.735 -0.02 -0.24 0.01 0.127
C -0.443 -3.401 -3.259 -0.03 -0.68 0.16 -0.218
H -0.104 -2.791 2.894 0.19 0.17 0.02 0.119
H 1.258 1.057 2.658 0.10 0.05 0.12 0.106
F -0.318 -4.690 -2.797 -0.09 1.37 -0.48 0.056
C 0.764 -2.114 2.927 0.34 -0.05 -0.33 -0.148
F -5.936 2.965 -2.133 1.02 -0.58 -0.73 0.053
H -3.283 0.136 3.084 -0.05 -0.14 -0.25 0.087
H 4.332 3.057 1.301 -0.40 -0.09 -0.01 0.102
C -3.732 2.161 -4.902 -0.03 -0.22 -0.61 -0.215
H -0.721 0.216 -4.589 0.40 -0.43 0.21 0.118
H -2.648 -0.582 -1.405 0.06 -0.06 -0.24 0.082
O -1.275 -0.881 1.779 -1.15 0.29 -0.46 -0.030
F 0.831 -1.315 -5.950 -0.74 -0.54 1.11 0.052
C 2.739 2.102 3.858 0.00 -0.24 -0.23 -0.214
C -0.202 -0.854 0.954 1.06 -0.55 -0.12 -0.454
H -2.739 -1.128 0.348 0.00 0.10 0.00 0.100
H 0.648 1.656 4.197 0.15 -0.12 -0.12 0.113
H 3.114 2.053 4.890 -0.14 0.04 -0.10 0.107
C 3.973 1.208 0.306 0.18 0.17 -0.43 -0.191
C -3.562 -0.455 2.203 -0.26 -0.09 0.14 -0.063
H 2.637 2.588 1.330 0.11 -0.12 -0.01 0.103
C -2.985 1.115 -4.389 -0.36 0.11 0.31 0.062
C -2.491 -0.424 1.150 0.51 -0.10 0.64 -0.245
H -0.347 -0.634 4.040 0.07 -0.05 0.10 0.099
```
Positions in Å, forces in eV/Å.

## Properties
Total charge: 0

=====

no.,HOMO (eV)
1,-0.9
2,-7.7
3,-6.4